w.
DFT (ωB97M-V/def2-TZVPD) results for 2 unconnected molecules or ions with the total composition CH3F2O2P.

```
! RIJCOSX wB97M-V def2-TZVPD def2/J DEFGRID3
* xyz 0 1
H -0.044 -0.471 -1.835
O -0.625 -2.569 0.211
H 0.977 -1.039 -0.427
P -3.386 0.587 -0.384
F -3.978 1.268 0.945
O -0.942 -1.308 0.091
H 0.027 0.396 -0.131
F -3.599 -0.932 0.070
C 0.034 -0.542 -0.687
*
```

***

x.
DFT (ωB97M-V/def2-TZVPD) results for 2 unconnected molecules or ions with the total composition CH3F2O2P.

Output
SMILES ... OP(F)F.C=O

```
! RIJCOSX wB97M-V def2-TZVPD def2/J DEFGRID3
* xyz 0 1
O 1.039 1.396 0.825
F -0.575 2.245 -0.840
H -1.325 -3.044 0.645
F 1.612 1.813 -1.414
H 0.718 0.476 0.603
H -1.523 -1.594 -0.528
C -0.947 -2.055 0.244
O 0.120 -1.830 0.653
P 0.881 2.593 -0.188
*
```

***

Most stable structure, least stable structure: x, w.

***

w.
DFT (ωB97M-V/def2-TZVPD) results for a single C4H5N3O molecule.

Output
SMILES ... O/N=C/C1C=NN=C1

```
! RIJCOSX wB97M-V def2-TZVPD def2/J DEFGRID3
* xyz 0 1
N 2.389 0.844 -0.330
C 0.419 -0.094 0.416
N 2.512 -0.575 -0.340
C 1.202 1.131 0.106
O -3.071 0.050 -0.456
H 0.334 -0.194 1.477
H 0.892 2.173 0.232
N -1.978 -0.009 0.360
C 1.440 -1.117 0.014
H -0.869 -0.025 -1.405
H -3.791 0.088 0.182
C -0.875 -0.086 -0.303
H 1.396 -2.186 0.046
*
```

***

x.
DFT (ωB97M-V/def2-TZVPD) results for a single C4H5N3O molecule.

Output
SMILES ... C=Nn1nccc1O

```
! RIJCOSX wB97M-V def2-TZVPD def2/J DEFGRID3
* xyz 0 1
C -1.687 0.451 -0.053
N 1.503 -1.138 -0.359
H 2.100 0.448 0.859
H -0.275 2.438 -0.371
C 2.406 -0.329 0.193
H 3.456 -0.563 0.003
C -1.798 -0.963 0.064
N -0.710 -1.603 -0.168
O 0.382 1.769 -0.208
C -0.354 0.621 -0.076
H -2.686 -1.496 0.294
H -2.541 1.075 0.053
N 0.204 -0.709 -0.232
*
```

***

y.
DFT (ωB97M-V/def2-TZVPD) results for a single C4H5N3O molecule.

Output
SMILES ... C=Nn1ccc(=O)[nH]1

```
! RIJCOSX wB97M-V def2-TZVPD def2/J DEFGRID3
* xyz 0 1
C -2.008 -0.293 -0.118
H -2.115 1.940 -0.236
N -0.871 -1.142 -0.048
H 3.401 -0.632 -0.571
O -3.121 -0.786 -0.060
H -0.952 -1.957 0.601
C 2.467 -0.289 -0.046
C -0.172 1.003 -0.017
N 1.335 -0.827 -0.307
N 0.264 -0.281 0.214
C -1.529 1.063 -0.125
H 0.616 1.733 -0.010
H 2.683 0.468 0.723
*
```

***

Most stable structure, least stable structure: y, w.

***

w.
DFT (ωB97M-V/def2-TZVPD) results for a single C4H5N3O molecule.

Output
SMILES ... C/C=C/c1nnon1

```
! RIJCOSX wB97M-V def2-TZVPD def2/J DEFGRID3
* xyz 0 1
O 1.521 -1.182 1.298
C -0.964 0.494 -0.704
C -0.584 1.803 -0.508
H -1.303 3.133 -1.907
H -1.719 3.605 0.073
H 0.473 2.165 -0.099
H -2.755 2.481 -1.233
N 0.098 -1.905 -0.098
H -1.758 0.083 -1.420
N 0.998 -2.301 0.724
C -1.733 2.846 -0.864
N 0.999 -0.115 0.482
C -0.012 -0.437 -0.183
*
```

***

x.
DFT (ωB97M-V/def2-TZVPD) results for a single C4H5N3O molecule.

```
! RIJCOSX wB97M-V def2-TZVPD def2/J DEFGRID3
* xyz 0 1
H 3.022 1.117 0.152
C 0.762 0.153 -1.084
N -0.623 0.549 2.259
H 2.106 1.407 1.736
H -2.087 -2.111 -0.084
N -2.311 -1.192 0.291
C 0.986 0.491 0.230
H -3.091 -0.826 -0.249
H -0.016 -0.372 -2.878
C -0.379 0.232 1.143
O -1.206 -0.362 0.009
N 0.730 -0.105 -2.248
C 2.108 1.019 0.722
*
```

***

y.
DFT (ωB97M-V/def2-TZVPD) results for a single C4H5N3O molecule.

Output
SMILES ... c1onnc1N1CC1

```
! RIJCOSX wB97M-V def2-TZVPD def2/J DEFGRID3
* xyz 0 1
C 1.449 -0.417 0.697
H 2.036 -1.359 1.107
H -1.467 2.009 0.017
C 1.691 0.182 -0.635
H 1.090 0.430 1.434
H 2.594 -0.161 -1.258
N -1.675 -1.358 -0.226
N -2.840 -0.949 -0.094
O -2.858 0.502 0.015
C -0.768 -0.378 -0.162
H 1.684 1.456 -0.490
N 0.583 -0.774 -0.360
C -1.518 0.817 -0.045
*
```

***

z.
DFT (ωB97M-V/def2-TZVPD) results for a molecular structure, C4H5N3O.

```
! RIJCOSX wB97M-V def2-TZVPD def2/J DEFGRID3
* xyz 0 1
N 2.291 -0.494 0.238
H -1.997 1.329 -0.846
H 0.761 -2.035 -1.332
H -2.526 -0.189 1.461
H -0.519 -0.225 1.373
C -0.947 0.787 -0.445
C 1.034 -0.322 0.040
N 0.348 -1.426 -0.344
C 0.326 1.069 -0.251
O 0.715 2.162 -0.157
C -1.412 -0.167 0.700
N -1.039 -0.781 -0.563
H 2.965 0.293 0.127
*
```

***

Most stable structure, least stable structure: y, x.

***

w.
DFT (ωB97M-V/def2-TZVPD) results for a single C4H5N3O molecule.

Output
SMILES ... [H]/N=c1/ncnc(C)o1

```
! RIJCOSX wB97M-V def2-TZVPD def2/J DEFGRID3
* xyz 0 1
H -1.184 -0.856 2.196
H -1.394 2.586 -0.812
N 0.894 -1.280 -0.290
O -0.402 0.654 0.098
C -0.390 1.044 -1.238
N -0.914 2.153 -1.641
H 1.437 -1.474 -2.221
C -0.062 -0.676 2.032
C 0.183 -0.537 0.485
N 0.206 0.215 -2.096
H 0.624 -1.356 2.678
C 0.842 -0.858 -1.595
H 0.159 0.385 2.404
*
```

***

x.
DFT (ωB97M-V/def2-TZVPD) results for a single C4H5N3O molecule.

Output
SMILES ... c1cocnnc[nH]1

```
! RIJCOSX wB97M-V def2-TZVPD def2/J DEFGRID3
* xyz 0 1
C -0.331 -1.701 0.400
H 1.797 1.506 0.448
C 1.047 0.795 0.177
H -0.310 2.155 0.594
C 1.425 -0.380 -0.319
H 0.020 -2.305 1.218
O 0.638 -1.439 -0.620
N -0.310 1.151 0.407
N -1.466 -1.218 0.444
N -1.914 -0.342 -0.522
H -1.687 1.549 -1.185
C -1.361 0.826 -0.445
H 2.450 -0.597 -0.598
*
```

***

y.
DFT (ωB97M-V/def2-TZVPD) results for a molecular structure, C4H5N3O.

```
! RIJCOSX wB97M-V def2-TZVPD def2/J DEFGRID3
* xyz 0 1
C -0.807 -0.343 0.031
H 3.183 -0.539 -0.609
H -1.352 1.738 1.132
H 1.763 1.580 -0.823
N -0.522 -1.646 0.216
H -1.395 -2.137 0.202
C -2.262 0.015 -0.301
C 1.373 0.574 -0.327
N -3.419 -0.068 -0.245
H 1.782 -1.439 0.481
C 2.193 -0.488 -0.035
N 0.082 0.735 0.094
O -0.619 2.017 0.183
*
```

***

z.
DFT (ωB97M-V/def2-TZVPD) results for a single C4H5N3O molecule.

Output
SMILES ... [H]/N=c1/cnccn1O

```
! RIJCOSX wB97M-V def2-TZVPD def2/J DEFGRID3
* xyz 0 1
O 1.974 0.953 -0.061
H -1.631 -2.276 -0.234
C 0.304 -1.236 0.017
H 2.198 -1.769 -0.310
H -2.312 1.697 0.110
N 0.683 0.502 0.105
N 1.269 -2.016 0.025
H 2.503 0.870 0.734
H -0.074 2.435 -0.357
C -1.592 0.998 0.067
N -1.959 -0.269 0.071
C -1.098 -1.259 -0.031
C -0.265 1.372 -0.137
*
```

***

Most stable structure, least stable structure: w, y.